76
Properties=species:S:1:pos:R:3 method="wB97M-V/def2-TZVPD" total_charge=+2 fmax_ev_per_a=0.4 multiplicity=2 de_lowest_kj_mol=39.2 total_energy_ev=-88324.780 lumo_energy_ev="-6.30 / -6.30"
Ir -1.57 -0.28 1.65
C -1.32 2.47 5.72
N -2.42 1.62 5.27
C -3.36 1.02 6.09
C -4.16 0.28 5.31
N -3.72 0.45 4.00
C -2.64 1.26 4.01
S -1.72 1.75 2.64
C -4.37 -0.11 2.87
C -5.74 -0.29 2.92
C -6.37 -0.94 1.87
C -5.61 -1.37 0.80
C -4.26 -1.11 0.79
N -3.63 -0.49 1.81
H -1.42 2.62 6.79
H -1.36 3.43 5.22
H -0.37 1.98 5.50
H -3.35 1.15 7.16
H -4.96 -0.40 5.57
H -6.30 0.08 3.76
H -7.44 -1.10 1.90
H -6.05 -1.89 -0.04
H -3.63 -1.37 -0.05
O -2.13 1.15 -2.44
S -1.53 0.29 -1.47
O -1.67 0.86 -0.09
O -1.89 -1.11 -1.50
O 0.04 0.33 -1.73
N 7.15 4.74 -1.66
C 6.34 4.03 -1.25
C 5.34 3.14 -0.74
C 5.66 2.23 0.26
C 4.68 1.37 0.75
C 3.41 1.43 0.22
C 3.08 2.33 -0.79
C 4.04 3.19 -1.26
N 2.40 0.54 0.71
C 2.53 -0.81 0.95
C 1.32 -1.24 1.37
N 0.45 -0.17 1.39
C 1.13 0.89 0.99
H 6.66 2.20 0.66
H 4.91 0.68 1.55
H 2.07 2.34 -1.20
H 3.81 3.91 -2.04
H 3.46 -1.32 0.80
H 1.01 -2.23 1.69
H 0.74 1.89 0.88
C 1.00 -2.37 -5.61
N 0.44 -0.96 -5.43
C 1.61 0.04 -5.50
N 2.62 -0.28 -4.56
C 3.10 -1.65 -4.77
N 2.01 -2.62 -4.64
C 1.51 -2.73 -3.28
P 0.77 -1.05 -2.66
C -0.32 -0.84 -4.15
C 2.23 -0.03 -3.17
H 1.42 -2.42 -6.62
H 0.17 -3.07 -5.51
H -0.20 -0.75 -6.21
H 1.19 1.03 -5.32
H 1.99 -0.02 -6.52
H 3.87 -1.88 -4.04
H 3.53 -1.73 -5.77
H 2.32 -3.02 -2.61
H 0.73 -3.49 -3.22
H -0.82 0.13 -4.12
H -1.09 -1.61 -4.13
H 3.08 -0.27 -2.53
H 2.00 1.03 -3.04
N -3.56 -2.57 6.70
C -2.56 -2.50 6.12
N -1.41 -2.41 5.46
C -1.45 -1.91 4.30
N -1.43 -1.47 3.21